[1]
# C11H31N3O4

A 4-piece molecular cluster, C11H31N3O4 overall (ωB97M-V/def2-TZVPD, OMol25).

Max |F| ... 4.46 eV Å⁻¹
Multiplicity ... 2
Energy ... -902.491905 a.u.
Charge ... +1
<S²> ... 0.753
Orbital gap (alpha / beta) ... 1.83 / 6.65 eV
Molar mass ... 269.39 u

```
49
Properties=species:S:1:pos:R:3:forces:R:3:mulliken_spin:R:1
O 1.17862 1.19519 1.03043 0.3 -0.7 -0.4 -0.057
H 1.95610 0.82289 1.49027 -0.4 0.5 -0.5 0.015
C -0.08181 1.79279 3.99946 0.3 -0.8 -0.5 -0.020
C 0.40889 3.18383 3.78521 1.2 -0.3 0.1 0.595
O 0.41484 4.06884 4.65834 -0.2 0.7 -0.3 0.205
N 0.73787 3.53265 2.33490 2.0 0.1 1.5 -0.027
H 0.81021 2.63328 1.88101 0.1 -1.1 -0.9 -0.022
H -0.00732 4.05788 1.90026 -0.6 0.8 -0.5 0.002
C 2.09168 4.31272 2.06971 -2.2 -0.4 0.6 0.167
H -0.97913 1.54111 3.43415 -0.9 0.2 0.2 0.033
H -0.16092 1.57150 5.06382 -0.5 0.4 -0.1 0.006
H 0.54073 0.97507 3.63631 0.7 0.2 -0.2 0.024
H 2.13524 4.49345 0.99568 -0.1 0.3 0.1 -0.009
H 2.99307 3.77018 2.35478 -0.5 -0.3 0.4 -0.007
H 1.90915 5.19601 2.68173 0.6 0.2 -0.3 -0.004
C -0.87722 0.94122 -3.62943 -0.2 0.0 0.0 0.030
C -0.71601 1.33113 -2.16054 -3.8 1.2 1.9 0.089
O -1.68263 1.60627 -1.43721 3.5 -1.0 -2.1 -0.037
N 0.67624 1.47467 -1.55318 -1.8 -1.0 -3.2 -0.139
H 0.67839 1.24951 -0.56860 0.5 0.0 3.0 0.050
H 1.22069 0.75291 -2.00345 0.5 -0.4 -0.1 -0.006
C 1.29149 2.75298 -1.89062 0.7 0.6 0.2 0.108
H -1.89802 1.03517 -3.99988 -0.3 0.7 0.8 -0.004
H -0.77047 -0.12775 -3.81383 1.0 -0.1 0.2 0.006
H -0.29469 1.56248 -4.30972 0.5 -0.3 0.1 -0.006
H 1.24148 2.86063 -2.97413 0.0 0.4 0.2 -0.002
H 2.33035 2.68423 -1.56793 0.0 0.1 -0.1 -0.007
H 0.80932 3.54926 -1.32356 -0.1 0.0 -0.3 -0.002
C -1.51723 -4.97653 -0.63415 0.5 0.6 -0.2 0.001
N -1.06144 -3.51094 -0.67751 -1.0 0.0 -1.8 -0.028
C -0.67809 -3.24633 -2.16996 -0.5 0.0 1.0 -0.008
C -2.36058 -2.63173 -0.41669 2.0 -1.0 -0.3 0.005
C 0.14840 -3.29256 0.26690 -1.1 0.4 -0.2 0.003
C 0.68975 -1.88538 0.38938 -0.7 -0.1 1.1 0.003
O -0.16798 -1.08462 1.19172 -0.6 -2.1 -1.4 -0.013
H -2.34604 -5.01204 -1.34120 0.2 -0.4 0.1 0.000
H -1.83940 -5.34467 0.33990 0.0 0.7 0.2 0.000
H -0.67159 -5.60083 -0.92268 -0.1 0.1 -0.3 0.001
H -1.51866 -3.48407 -2.82191 -0.2 -0.1 0.4 -0.002
H 0.14418 -3.87732 -2.50734 0.2 0.2 0.4 -0.002
H -0.49319 -2.17899 -2.29120 0.3 -0.2 0.2 0.028
H -3.09789 -2.88170 -1.17957 0.1 -0.3 0.1 -0.001
H -2.04868 -1.60206 -0.59163 -0.2 0.0 0.9 0.003
H -2.66931 -2.96089 0.57550 -0.2 0.8 0.0 0.003
H 0.93764 -3.91466 -0.15523 -0.2 -0.4 0.4 0.002
H -0.24508 -3.56705 1.24564 0.4 -0.5 0.0 0.001
H 0.91903 -1.54382 -0.62001 0.0 0.7 -0.2 0.011
H 1.62343 -1.97351 0.94486 0.4 -0.3 -0.3 0.008
H 0.29674 -0.25053 1.29129 0.6 1.9 0.2 0.004
```
Positions in Å, forces in eV/Å.

***

[2]
# C11H32AsCl2F6O12P2

C11H32AsCl2F6O12P2 as an isolated structure (ωB97M-V/def2-TZVPD, OMol25).

Max |F| ... 3.13 eV Å⁻¹
Energy ... -5779.519678 a.u.
Charge ... -1
Orbital gap ... 10.77 eV
Molar mass ... 678.13 u

```
66
Properties=species:S:1:pos:R:3:forces:R:3:lowdin_charge:R:1
As 23.46306 -17.30683 23.95737 -2.2 -0.3 1.4 0.947
F 22.42742 -16.30042 22.87577 1.4 -0.6 0.9 -0.318
F 22.78923 -16.22454 25.35704 1.0 -1.7 -1.9 -0.364
F 24.35827 -18.32307 25.16471 -1.1 0.8 -1.4 -0.322
F 23.95495 -18.22573 22.50924 0.1 0.7 1.4 -0.306
F 24.91960 -16.31327 23.92909 -1.1 -0.3 -0.5 -0.293
F 22.02404 -18.47199 24.09191 1.9 1.5 0.1 -0.344
C 15.11146 -15.95884 23.04734 0.1 0.7 0.3 -0.105
O 14.23872 -17.06979 23.01846 -0.9 -2.5 -0.9 -0.227
P 13.40190 -17.49272 21.69769 1.2 -0.1 0.2 0.441
O 12.88540 -16.31095 21.00420 0.3 -0.2 -0.6 -0.240
O 14.39820 -18.52102 20.85963 -1.0 1.3 -0.4 -0.240
C 15.11601 -18.01751 19.67563 0.5 0.7 1.0 -0.081
O 12.26988 -18.47963 22.22983 1.6 1.7 1.1 -0.206
C 11.54942 -19.34863 21.42553 0.1 -1.5 -0.8 -0.125
H 16.02924 -16.10598 23.61668 -0.3 -0.8 0.4 0.090
H 14.49305 -15.24193 23.58744 0.6 0.9 -0.6 0.096
H 15.52581 -15.68913 22.07591 -0.8 0.4 -0.2 0.088
H 15.08005 -18.65749 18.79404 -0.6 -0.3 0.4 0.082
H 16.16352 -17.90998 19.95717 0.1 -0.3 0.1 0.083
H 14.81133 -17.00136 19.42522 -0.5 -0.2 -0.1 0.074
H 10.53961 -19.02491 21.17336 0.1 0.3 0.3 0.093
H 11.54255 -20.28333 21.98625 -0.5 -0.1 -0.2 0.094
H 12.07768 -19.55776 20.49532 0.0 0.1 -0.1 0.083
C 23.41220 -9.27509 30.75474 -0.8 1.4 1.8 -0.080
O 22.90650 -8.44421 29.71774 -0.4 0.1 -0.7 -0.199
P 23.74843 -8.12500 28.45488 2.0 0.7 -2.0 0.387
O 25.19424 -7.71296 28.58148 -2.3 -0.9 0.2 -0.263
O 23.48681 -9.41447 27.55763 -1.1 0.4 1.3 -0.226
C 24.28770 -9.65822 26.42803 0.6 -0.2 0.3 -0.096
O 22.86812 -7.03019 27.68153 0.0 -0.9 1.4 -0.219
C 23.44213 -6.32798 26.59411 0.2 0.7 0.4 -0.116
H 24.41866 -8.94215 31.00827 0.3 -0.8 -0.4 0.092
H 23.16307 -10.33498 30.70303 0.5 0.1 -0.7 0.099
H 22.81582 -8.88019 31.57723 0.0 -0.4 0.5 0.087
H 23.67917 -10.09419 25.63575 0.1 -0.1 0.2 0.099
H 25.01236 -10.33756 26.87686 0.6 -0.1 -1.2 0.101
H 24.72881 -8.72002 26.09139 0.3 -0.3 -0.2 0.073
H 23.09888 -5.31661 26.81185 0.0 0.2 -1.0 0.092
H 23.11576 -6.77036 25.65290 -0.2 0.3 0.0 0.092
H 24.53132 -6.31726 26.63436 0.0 -0.1 0.1 0.079
C 28.55540 -22.71669 17.32835 -0.5 2.6 -0.6 -0.198
C 27.74608 -21.76572 18.26126 0.8 -2.1 1.3 -0.290
O 27.63623 -20.44055 17.93849 0.0 2.0 -1.8 -0.058
O 27.90553 -22.74046 16.03466 0.0 -1.3 0.6 -0.086
H 28.72727 -23.65828 17.84985 -0.8 -0.4 -0.6 0.115
H 29.55614 -22.34987 17.10018 0.2 0.4 0.5 0.108
H 28.22711 -21.70007 19.23717 0.1 -1.2 0.4 0.116
H 26.72189 -22.12805 18.34981 0.1 -0.8 0.1 0.122
H 26.93213 -20.14000 18.51772 0.0 0.6 -0.2 0.099
H 27.70353 -21.82931 15.80972 0.0 0.2 0.1 0.072
C 31.84366 -20.09564 26.74929 1.3 0.4 2.8 -0.292
C 33.39833 -20.15196 26.66696 -0.5 -0.8 -0.8 -0.248
O 34.11933 -19.54899 27.72250 -0.3 0.8 -0.1 -0.067
O 31.14712 -20.64364 25.69595 -0.1 0.1 -1.0 -0.030
H 31.55822 -19.09317 27.06813 0.0 0.6 -0.9 0.121
H 31.56098 -20.60587 27.67008 0.1 -0.7 0.3 0.108
H 33.69385 -19.70367 25.71838 0.2 0.4 0.2 0.117
H 33.74986 -21.18179 26.60388 -0.4 -0.4 -0.2 0.111
H 33.77981 -19.81274 28.58085 -0.2 -0.2 0.0 0.082
H 30.50237 -19.98984 25.41588 -0.1 -0.1 -0.3 0.099
C 26.54429 -16.56848 30.84080 0.1 -0.2 0.1 -1.017
Cl 28.14744 -15.78643 30.80555 -0.5 0.3 0.2 0.471
Cl 26.78588 -18.28603 31.12888 -0.1 -0.6 -0.2 0.488
H 25.90258 -16.28849 31.67621 0.4 0.7 -0.2 0.023
H 26.06239 -16.38882 29.87976 0.1 -0.2 0.2 0.035
```
Positions in Å, forces in eV/Å.

***

[3]
# C11H34MnO11

C11H34MnO11 as an isolated structure (ωB97M-V/def2-TZVPD, OMol25).

Max |F| ... 2.32 eV Å⁻¹
Multiplicity ... 6
Relative energy (zero: lowest compared OMol25 entry of this formula, charge and spin) ... 5.6 kcal per mole
Energy ... -2418.103691 a.u.
Charge ... 0
<S²> ... 8.753
Orbital gap (alpha / beta) ... 8.63 / 8.34 eV
Molar mass ... 397.32 u

```
57
Properties=species:S:1:pos:R:3:forces:R:3:mulliken_spin:R:1
Mn -1.09488 25.97754 -29.62580 -1.5 0.4 -1.7 4.889
C -3.52935 28.64110 -27.57561 0.5 0.0 -0.2 0.004
C -2.73046 27.60326 -28.35822 -1.8 -0.8 -0.3 -0.051
O -1.99395 27.96245 -29.31479 1.3 0.6 -0.2 0.041
O -2.91842 26.36096 -28.20456 0.9 0.1 0.9 0.033
H -4.34266 29.00848 -28.20209 0.1 0.0 -0.2 0.002
H -2.87035 29.48270 -27.36446 -0.1 0.1 0.0 0.002
H -3.99707 28.29216 -26.65829 0.3 -0.4 -0.1 0.000
C -3.30776 24.97051 -32.97842 0.1 -0.5 0.1 -0.002
C -2.37368 25.14405 -31.80797 1.2 0.8 -0.3 -0.022
O -1.28014 25.75860 -31.96137 0.6 0.7 -0.2 0.042
O -2.62052 24.73923 -30.65367 -0.9 -0.7 1.4 0.041
H -2.94456 25.47885 -33.86805 0.0 0.3 0.2 0.001
H -4.31251 25.28949 -32.70555 0.0 0.0 0.0 0.001
H -3.35699 23.91286 -33.24373 -0.1 -0.1 0.2 0.001
C -2.92798 29.28836 -32.35131 -0.4 -0.5 -0.1 -0.001
O -2.28463 29.99727 -31.30419 0.0 -0.1 -0.5 0.001
H -3.95417 29.04867 -32.06238 -0.1 0.0 -0.1 0.000
H -2.98937 29.83644 -33.29034 0.3 0.4 0.2 0.000
H -2.42244 28.33982 -32.55875 0.1 0.0 -0.1 0.001
H -2.25530 29.33687 -30.59906 0.2 0.2 0.4 0.002
C -2.01655 26.56572 -24.74100 0.2 -0.4 -0.9 -0.001
O -1.51772 25.26321 -25.09746 -0.3 -0.1 1.0 0.001
H -2.69135 26.59056 -23.88678 0.2 -0.8 0.2 0.000
H -1.16430 27.20348 -24.50377 -0.2 0.4 -0.2 0.000
H -2.62354 26.88107 -25.58996 0.2 0.6 0.1 0.000
H -1.17783 25.30422 -25.99251 -0.2 0.2 0.0 0.002
C -6.43865 28.75375 -30.78223 0.3 -0.7 -0.1 0.000
O -7.29272 29.40002 -31.71324 0.1 0.0 0.5 0.000
H -5.79461 28.07292 -31.33956 0.1 0.2 -0.2 0.000
H -5.80904 29.44314 -30.21474 0.0 0.2 -0.1 0.000
H -6.94271 28.08381 -30.07943 -0.4 0.2 0.1 0.000
H -7.88810 29.94892 -31.19440 -0.1 0.1 -0.2 0.000
C 0.79272 28.20072 -31.01390 1.1 0.2 -0.8 0.004
O 0.89036 27.07782 -30.12493 -0.8 -0.5 0.5 0.010
H 1.44136 28.00314 -31.87081 -0.2 -0.1 -0.2 -0.001
H -0.21867 28.34681 -31.37898 0.0 -0.1 0.4 -0.004
H 1.22443 29.09039 -30.55442 -0.5 0.1 0.3 0.002
H 1.78438 27.01999 -29.78053 0.0 0.0 0.0 0.003
C -6.10406 30.79801 -26.72847 0.0 0.2 0.9 0.000
O -7.11162 30.55044 -25.74096 0.0 -0.2 -0.5 0.000
H -5.99700 31.87795 -26.82511 -0.2 0.0 -0.3 0.000
H -5.14957 30.43420 -26.34259 0.1 -0.2 -0.3 0.000
H -6.37568 30.31752 -27.66817 0.2 0.2 -0.2 0.000
H -7.46127 29.68706 -25.97840 -0.2 0.0 0.4 0.000
C -1.29832 31.71357 -28.94662 0.7 0.4 0.0 0.001
O -0.47088 32.52918 -28.11127 0.0 -0.3 0.3 0.000
H -0.85404 31.71425 -29.94240 -0.6 0.0 -0.2 0.000
H -1.35050 30.67416 -28.61365 -0.1 0.0 0.2 -0.001
H -2.28101 32.17728 -28.91200 0.0 -0.2 -0.3 0.000
H 0.42296 32.18529 -28.18436 0.0 0.1 0.1 0.000
C -5.96629 24.67266 -29.46344 0.1 0.0 0.2 0.000
O -5.73078 25.61786 -28.44516 -0.1 0.5 0.4 0.001
H -5.03894 24.11056 -29.58542 -0.2 -0.2 -0.6 0.000
H -6.76620 23.99911 -29.15189 0.0 0.0 0.0 0.000
H -6.29878 25.19695 -30.36491 0.2 -0.3 -0.3 0.000
H -4.80729 25.88133 -28.53254 0.1 0.0 0.3 -0.001
```
Positions in Å, forces in eV/Å.